[1]
The following is a DFT calculation (ωB97M-V with the def2-TZVPD basis set) of 2 unconnected molecules or ions with the total composition C5H17N3O at a distorted geometry.

Each atom is followed by the atoms it is bonded to, with distances in Å.
Cartesian coordinates (Å):
1 O -1.72129 -2.57674 2.28455  C7 1.262, H24 0.965
2 N -1.88648 -0.56219 3.31879  C7 1.330, H21 1.071, H25 0.998
3 N -0.35156 -0.13870 0.65813  C5 1.505, C9 1.430, H11 0.984
4 N 1.51593 1.23558 -1.89245  C6 1.451, C8 1.561, H10 1.026, H17 1.061
5 C -0.24717 -0.22211 -0.84059  N3 1.505, C8 1.470, H13 1.016, H23 1.056
6 C 1.82776 0.75330 -3.22504  N4 1.451, H15 1.070, H16 1.117, H20 1.071
7 C -2.11516 -1.37812 2.29404  O1 1.262, N2 1.330, H22 1.087
8 C 0.03577 1.10013 -1.41654  N4 1.561, C5 1.470, H19 1.177, H26 1.099
9 C 0.81475 -0.31425 1.46625  N3 1.430, H12 1.169, H14 1.098, H18 1.084
10 H 2.11858 0.86177 -1.15052  N4 1.026
11 H -0.78630 0.67356 1.00284  N3 0.984
12 H 0.67365 -0.38717 2.62415  C9 1.169
13 H 0.33526 -1.03156 -1.03685  C5 1.016
14 H 1.29017 -1.30046 1.38856  C9 1.098
15 H 1.92532 -0.29193 -3.43248  C6 1.070
16 H 2.76992 1.21984 -3.60347  C6 1.117
17 H 1.46984 2.28053 -1.71676  N4 1.061
18 H 1.56119 0.42075 1.18688  C9 1.084
19 H -0.47222 1.16924 -2.47572  C8 1.177
20 H 1.17778 1.22648 -3.93337  C6 1.071
21 H -2.31839 0.41752 3.31809  N2 1.071
22 H -2.90985 -0.96943 1.67456  C7 1.087
23 H -1.27126 -0.42043 -1.00783  C5 1.056
24 H -2.09929 -3.14383 1.60122  O1 0.965
25 H -1.01510 -0.61677 3.80199  N2 0.998
26 H -0.32189 1.99502 -0.88841  C8 1.099

Its HOMO energy (spin up / spin down) is -0.41870 / -0.60947 Eh. Its spin multiplicity is 3. Its charge is +2. As for the HOMO-LUMO gap (spin up / spin down): 4.3101 / 5.1246 eV. Its expectation value of S² is 2.007.



[2]
The following is a DFT calculation (ωB97M-V with the def2-TZVPD basis set) of 3 unconnected molecules or ions with the total composition C5H17NO2 at a distorted geometry.

Each atom is followed by the atoms it is bonded to, with distances in Å.
Cartesian coordinates (Å):
1 O 3.17909 0.01550 1.11099  H21 0.964, H22 0.967
2 O 0.33258 -1.46987 3.40103  H11 0.958, H12 0.961
3 N 0.13926 1.51968 -1.10403  C4 1.448, C5 1.437, H13 1.005
4 C 1.19492 2.06794 -1.93002  N3 1.448, H9 1.100, H16 1.086, H24 1.100
5 C -0.33785 0.18315 -1.33275  N3 1.437, C6 1.519, H14 1.096, H17 1.081
6 C -0.85108 -0.45561 -0.05333  C5 1.519, C7 1.531, C8 1.515, H10 1.086
7 C -1.13968 -1.94308 -0.27136  C6 1.531, H18 1.091, H19 1.092, H23 1.096
8 C -2.01983 0.30803 0.53583  C6 1.515, H15 1.087, H20 1.100, H25 1.102
9 H 2.02444 1.34554 -1.95423  C4 1.100
10 H -0.04192 -0.41873 0.67006  C6 1.086
11 H 0.25360 -2.28772 2.90762  O2 0.958
12 H 1.23215 -1.13997 3.32596  O2 0.961
13 H -0.56313 2.18057 -0.82263  N3 1.005
14 H -1.11118 0.14392 -2.10830  C5 1.096
15 H -2.76929 0.47452 -0.23319  C8 1.087
16 H 1.61492 2.96163 -1.47800  C4 1.086
17 H 0.49496 -0.39904 -1.70209  C5 1.081
18 H -0.33632 -2.40946 -0.84296  C7 1.091
19 H -1.28015 -2.44879 0.68661  C7 1.092
20 H -1.79463 1.22557 1.09924  C8 1.100
21 H 2.85009 0.28914 1.97438  O1 0.964
22 H 2.56513 0.34329 0.43989  O1 0.967
23 H -2.11358 -2.05275 -0.76293  C7 1.096
24 H 0.88809 2.18013 -2.98039  C4 1.100
25 H -2.41060 -0.21356 1.42460  C8 1.102

Its HOMO energy is -0.31287 Eh. Its spin multiplicity is 1. The SMILES is CNCC(C)C.O.O. As for the HOMO-LUMO gap: 9.1446 eV. The value obtained for the relative energy (zero: lowest compared OMol25 entry of this formula, charge and spin) is 21.3 kcal/mol.